{"formula": "H26O13", "method": "ωB97M-V/def2-TZVPD", "species": ["O", "H", "H", "O", "H", "H", "O", "H", "H", "O", "H", "H", "O", "H", "H", "O", "H", "H", "O", "H", "H", "O", "H", "H", "O", "H", "H", "O", "H", "H", "O", "H", "H", "O", "H", "H", "O", "H", "H"], "positions_angstrom": [[-0.45, -2.50, 0.46], [0.28, -2.70, -0.16], [-0.10, -2.20, 1.20], [1.74, -1.30, 2.59], [2.39, -1.62, 1.94], [1.70, -0.26, 2.54], [2.51, 1.45, 2.38], [2.31, 2.25, 1.89], [3.44, 1.39, 2.59], [-3.21, 0.39, 0.63], [-3.11, -0.48, 0.25], [-2.67, 0.58, 1.21], [0.62, 1.78, -3.25], [0.49, 2.14, -2.31], [-0.39, 1.72, -3.48], [1.58, -2.86, -1.43], [1.91, -2.12, -1.03], [2.11, -3.58, -1.22], [-2.95, -2.00, -0.48], [-2.11, -2.12, 0.04], [-2.84, -1.61, -1.41], [-1.14, -1.15, -2.39], [-1.18, -0.33, -2.85], [-0.55, -0.90, -1.63], [-2.85, 1.50, -1.79], [-2.91, 0.97, -0.91], [-3.09, 2.47, -1.67], [3.08, -1.37, 0.29], [3.98, -1.13, 0.08], [2.68, -0.59, 0.66], [0.35, 3.07, -0.61], [1.10, 3.46, -0.72], [-0.25, 3.78, -0.30], [0.43, 0.25, -0.10], [-0.41, 0.08, 0.44], [0.62, 1.15, -0.23], [-1.30, 0.65, 2.56], [-0.34, 1.14, 2.59], [-1.48, 0.62, 3.65]], "nbo_charge": [-0.976, 0.502, 0.474, -0.997, 0.482, 0.488, -0.968, 0.488, 0.495, -0.948, 0.495, 0.454, -0.958, 0.473, 0.474, -0.934, 0.487, 0.471, -1.015, 0.510, 0.516, -0.955, 0.469, 0.490, -1.030, 0.506, 0.466, -0.958, 0.484, 0.496, -0.936, 0.460, 0.497, -0.998, 0.507, 0.485, -0.975, 0.481, 0.499], "total_charge": 0, "gap_ev": 9.31, "e_homo_ev": -10.163, "total_energy_ha": -993.61103, "relative_energy_kcal_mol": 101.8, "lumo_ev": -0.85}

---

{"formula": "H26O13", "method": "ωB97M-V/def2-TZVPD", "species": ["O", "H", "H", "O", "H", "H", "O", "H", "H", "O", "H", "H", "O", "H", "H", "O", "H", "H", "O", "H", "H", "O", "H", "H", "O", "H", "H", "O", "H", "H", "O", "H", "H", "O", "H", "H", "O", "H", "H"], "positions_angstrom": [[-2.23, -2.03, -2.29], [-1.77, -1.79, -1.46], [-1.54, -1.96, -2.96], [-0.32, -1.13, -0.59], [-0.10, -0.20, -0.86], [0.42, -1.38, 0.06], [-2.48, 0.38, 3.36], [-2.10, 0.84, 2.57], [-3.13, -0.13, 2.88], [-1.90, 2.03, 0.62], [-2.86, 1.80, 0.35], [-1.63, 2.85, 1.10], [-2.40, -0.55, 0.84], [-3.01, -1.14, 0.30], [-1.58, -0.99, 0.49], [0.73, 3.25, -2.79], [-0.21, 3.14, -2.96], [1.12, 2.36, -2.74], [0.79, 1.56, -0.18], [1.34, 1.35, 0.62], [1.26, 2.05, -0.89], [1.86, -0.23, -3.01], [1.86, 0.16, -2.09], [2.28, -1.14, -2.96], [1.79, 1.11, 2.19], [1.62, 2.02, 2.39], [1.69, 0.43, 2.85], [-1.13, -2.90, 1.65], [-0.98, -3.41, 2.45], [-1.34, -1.95, 1.81], [4.34, -0.50, 0.96], [4.11, -0.03, 0.13], [4.15, 0.27, 1.62], [1.63, -2.26, 0.98], [1.55, -3.12, 1.40], [2.56, -1.97, 1.04], [-1.40, 0.93, -2.64], [-1.68, 1.84, -2.42], [-1.32, 0.44, -1.81]], "nbo_charge": [-0.965, 0.480, 0.471, -1.014, 0.499, 0.531, -0.965, 0.486, 0.474, -1.002, 0.514, 0.494, -1.002, 0.478, 0.487, -0.940, 0.476, 0.469, -1.003, 0.498, 0.477, -0.950, 0.465, 0.484, -0.984, 0.505, 0.517, -0.980, 0.476, 0.494, -0.952, 0.472, 0.485, -0.974, 0.496, 0.503, -0.937, 0.464, 0.473], "total_charge": 0, "gap_ev": 10.05, "e_homo_ev": -10.435, "total_energy_ha": -993.64948, "relative_energy_kcal_mol": 77.7, "lumo_ev": -0.38}

---

{"formula": "H26O13", "method": "ωB97M-V/def2-TZVPD", "species": ["O", "H", "H", "O", "H", "H", "O", "H", "H", "O", "H", "H", "O", "H", "H", "O", "H", "H", "O", "H", "H", "O", "H", "H", "O", "H", "H", "O", "H", "H", "O", "H", "H", "O", "H", "H", "O", "H", "H"], "positions_angstrom": [[0.14, 1.36, 2.36], [0.16, 2.13, 2.95], [-0.27, 1.70, 1.54], [0.06, 3.04, -0.39], [0.92, 2.64, -0.61], [0.28, 3.91, -0.03], [-1.11, -1.64, -3.02], [-0.78, -0.73, -3.05], [-0.32, -2.17, -2.85], [2.83, -0.67, -2.93], [2.49, 0.09, -3.42], [2.65, -0.46, -2.01], [0.63, -0.21, -0.40], [-0.23, -0.35, 0.03], [0.41, 0.17, -1.27], [-2.40, 1.35, 0.89], [-3.15, 1.89, 0.63], [-2.59, 0.47, 0.44], [-0.61, -2.68, 1.18], [0.36, -2.72, 1.14], [-0.80, -1.97, 1.83], [-0.49, 1.22, -2.48], [-0.57, 1.70, -3.31], [-0.40, 1.91, -1.79], [0.58, -1.35, 3.36], [0.41, -0.50, 2.92], [-0.30, -1.66, 3.62], [3.24, 0.86, -0.17], [2.32, 0.63, 0.06], [3.26, 1.83, -0.18], [-2.75, -0.84, -0.68], [-3.66, -1.02, -0.94], [-2.22, -0.98, -1.49], [-1.88, -0.76, 2.84], [-1.73, -0.06, 2.18], [-2.51, -0.38, 3.46], [2.53, -2.27, -0.11], [2.04, -1.45, -0.24], [3.46, -2.00, -0.05]], "nbo_charge": [-0.973, 0.479, 0.501, -0.956, 0.477, 0.495, -0.964, 0.480, 0.495, -0.935, 0.456, 0.476, -0.998, 0.505, 0.494, -1.015, 0.480, 0.509, -0.974, 0.485, 0.476, -0.999, 0.494, 0.510, -0.969, 0.483, 0.479, -0.961, 0.493, 0.460, -0.976, 0.484, 0.513, -0.979, 0.498, 0.485, -0.958, 0.476, 0.472], "total_charge": 0, "gap_ev": 9.31, "e_homo_ev": -9.897, "total_energy_ha": -993.71308, "relative_energy_kcal_mol": 37.7, "lumo_ev": -0.59}

---

{"formula": "H26O13", "method": "ωB97M-V/def2-TZVPD", "species": ["H", "H", "H", "H", "H", "H", "H", "H", "H", "H", "H", "H", "H", "H", "H", "H", "H", "H", "H", "H", "H", "H", "H", "H", "H", "H", "O", "O", "O", "O", "O", "O", "O", "O", "O", "O", "O", "O", "O"], "positions_angstrom": [[0.59, -0.30, 0.20], [0.99, 0.94, 0.99], [-0.76, -2.73, -4.02], [-0.38, -1.27, -3.85], [-0.99, -4.72, 2.24], [-1.44, -3.45, 1.55], [3.24, -3.04, 0.64], [3.35, -4.53, 0.34], [3.05, 3.19, -0.19], [3.62, 3.92, 1.01], [-4.35, 0.30, 0.90], [-3.76, 1.56, 1.53], [-0.74, -1.53, -1.40], [0.09, -2.40, -0.47], [-0.18, 2.92, 4.03], [0.25, 4.31, 4.47], [1.45, 2.15, -1.28], [0.39, 1.19, -1.80], [-2.97, 0.00, -4.24], [-2.44, 0.18, -2.83], [0.49, 1.51, 2.90], [-0.08, 0.79, 4.11], [-0.98, 2.79, -0.93], [-0.35, 2.15, 0.30], [1.09, -1.45, -2.31], [1.62, -2.86, -2.51], [0.22, 0.40, 0.76], [-1.07, -1.84, -4.20], [-1.28, -3.82, 2.42], [3.75, -3.67, 0.12], [2.98, 4.01, 0.30], [-4.48, 1.26, 0.96], [-0.81, -2.25, -0.77], [0.52, 3.39, 4.49], [1.26, 1.21, -1.39], [-2.72, 0.67, -3.61], [0.64, 1.37, 3.85], [-0.93, 1.96, -0.45], [1.13, -2.31, -1.89]], "nbo_charge": [0.483, 0.454, 0.478, 0.454, 0.464, 0.480, 0.470, 0.468, 0.459, 0.479, 0.469, 0.466, 0.452, 0.481, 0.468, 0.445, 0.468, 0.492, 0.479, 0.466, 0.456, 0.472, 0.458, 0.474, 0.467, 0.490, -0.933, -0.932, -0.943, -0.937, -0.937, -0.936, -0.938, -0.932, -0.966, -0.943, -0.910, -0.934, -0.952], "total_charge": 0, "gap_ev": 10.39, "e_homo_ev": -10.890, "total_energy_ha": -993.56771, "relative_energy_kcal_mol": 129.0, "lumo_ev": -0.50}

---

{"formula": "H26O13", "method": "ωB97M-V/def2-TZVPD", "species": ["H", "H", "H", "H", "H", "H", "H", "H", "H", "H", "H", "H", "H", "H", "H", "H", "H", "H", "H", "H", "H", "H", "H", "H", "H", "H", "O", "O", "O", "O", "O", "O", "O", "O", "O", "O", "O", "O", "O"], "positions_angstrom": [[1.28, 0.42, -0.39], [-0.10, -0.20, -0.28], [4.26, -2.51, -1.38], [3.09, -1.66, -0.92], [0.62, -2.11, -2.70], [0.43, -3.33, -1.82], [0.77, -1.54, 3.97], [1.68, -2.70, 3.58], [-0.85, 1.10, 2.22], [-1.63, -0.13, 1.78], [-3.86, 1.62, 0.59], [-4.62, 2.42, 1.63], [-1.83, -4.69, 1.22], [-2.85, -3.72, 1.80], [-1.71, 2.65, -2.64], [-2.46, 1.41, -3.10], [2.14, 4.80, 1.21], [2.72, 3.40, 1.25], [2.20, -1.60, -2.48], [2.77, -2.64, -3.43], [0.63, 4.78, -1.01], [-0.73, 4.44, -1.59], [4.09, 1.68, 3.01], [2.93, 0.72, 2.79], [-5.22, -1.32, -2.19], [-3.96, -0.67, -1.64], [0.77, -0.23, 0.12], [3.92, -1.61, -1.40], [1.07, -2.64, -2.03], [0.96, -2.46, 4.19], [-1.39, 0.38, 2.57], [-4.19, 1.57, 1.49], [-2.30, -3.88, 1.02], [-2.11, 1.83, -2.31], [1.89, 3.87, 1.13], [2.40, -1.74, -3.41], [0.21, 4.42, -1.80], [3.68, 1.13, 2.33], [-4.68, -1.27, -1.40]], "nbo_charge": [0.477, 0.471, 0.465, 0.469, 0.493, 0.479, 0.476, 0.465, 0.470, 0.467, 0.465, 0.464, 0.466, 0.474, 0.478, 0.470, 0.464, 0.486, 0.477, 0.462, 0.481, 0.458, 0.468, 0.475, 0.466, 0.462, -0.948, -0.928, -0.968, -0.940, -0.937, -0.930, -0.940, -0.948, -0.950, -0.950, -0.940, -0.942, -0.928], "total_charge": 0, "gap_ev": 9.53, "e_homo_ev": -9.640, "total_energy_ha": -993.60914, "relative_energy_kcal_mol": 103.0, "lumo_ev": -0.11}

---

{"formula": "H26O13", "method": "ωB97M-V/def2-TZVPD", "species": ["O", "H", "H", "O", "H", "H", "O", "H", "H", "O", "H", "H", "O", "H", "H", "O", "H", "H", "O", "H", "H", "O", "H", "H", "O", "H", "H", "O", "H", "H", "O", "H", "H", "O", "H", "H", "O", "H", "H"], "positions_angstrom": [[0.18, -3.35, -1.41], [0.06, -2.98, -0.53], [-0.52, -2.95, -1.94], [1.00, -0.38, -2.07], [0.93, -1.33, -2.27], [0.30, -0.40, -1.39], [-0.40, 3.39, 1.90], [-1.09, 3.83, 2.35], [0.35, 2.80, 1.94], [-0.77, 0.51, -0.28], [-0.31, 1.35, -0.13], [-1.30, 0.52, 0.53], [-3.58, 1.43, 0.08], [-4.31, 0.82, 0.17], [-3.69, 2.20, -0.48], [0.90, 2.78, -1.97], [0.11, 3.23, -2.27], [0.83, 2.00, -2.55], [2.06, 1.62, 0.21], [2.65, 1.05, -0.28], [1.57, 2.21, -0.38], [-0.72, 1.20, -3.42], [-0.31, 0.38, -3.07], [-1.32, 1.30, -2.66], [1.61, 0.88, 3.41], [1.82, 0.37, 4.20], [2.50, 1.16, 3.18], [-1.87, -2.29, 2.16], [-0.93, -2.49, 2.26], [-2.11, -1.44, 2.53], [2.88, -1.35, 0.60], [3.06, -0.78, 1.35], [2.38, -0.84, -0.04], [0.84, -2.91, 1.53], [1.33, -2.07, 1.42], [1.50, -3.56, 1.74], [-2.09, -1.83, -1.11], [-1.99, -2.14, -0.21], [-2.13, -0.90, -1.35]], "nbo_charge": [-0.967, 0.482, 0.483, -0.993, 0.496, 0.499, -1.074, 0.529, 0.545, -0.986, 0.498, 0.502, -0.980, 0.491, 0.490, -0.977, 0.480, 0.505, -1.002, 0.474, 0.508, -0.964, 0.488, 0.462, -0.936, 0.468, 0.470, -0.987, 0.508, 0.471, -0.948, 0.478, 0.489, -0.992, 0.500, 0.488, -1.010, 0.513, 0.499], "total_charge": 0, "gap_ev": 11.00, "e_homo_ev": -11.045, "total_energy_ha": -993.67508, "relative_energy_kcal_mol": 61.6, "lumo_ev": -0.05}